<1>
ORCA calculation (the ωB97M-V functional and the def2-TZVPD basis) on 2 unconnected molecules or ions with the total composition C2F3N.

Results
**Kohn-Sham gap**: 11.162 eV
**HOMO level**: -10.832 eV

Geometry as ORCA input:
```
! RIJCOSX wB97M-V def2-TZVPD def2/J DEFGRID3
* xyz 0 1
C -0.9111 -1.3675 0.6288
C 0.6131 1.3503 -0.2870
N 0.0547 -1.1215 1.1778
F -2.0657 -1.5697 0.1759
F 0.4286 1.3529 -1.5756
F 1.8804 1.3556 -0.1199
*
```



<2>
ORCA calculation (the ωB97M-V functional and the def2-TZVPD basis) on a molecular structure, C2F3N.

Results
**Kohn-Sham gap**: 9.018 eV
**HOMO level**: -10.960 eV

Geometry as ORCA input:
```
! RIJCOSX wB97M-V def2-TZVPD def2/J DEFGRID3
* xyz 0 1
C 1.2237 0.4516 -1.2747
C -0.1595 -0.0267 0.0321
N -0.5419 -0.7871 1.0470
F 2.3116 -0.0683 -0.9168
F -1.0425 0.8909 -0.3746
F -1.7914 -0.4603 1.4871
*
```



Stability summary: most stable <1>, least stable <2>.



<1>
ORCA calculation (the ωB97M-V functional and the def2-TZVPD basis) on a molecular structure, C2HF4IO.

Results
**Kohn-Sham gap (spin up / spin down)**: 7.509 / 7.145 eV
**HOMO level (spin up / spin down)**: -10.001 / -9.918 eV

Geometry as ORCA input:
```
! RIJCOSX wB97M-V def2-TZVPD def2/J DEFGRID3
* xyz 0 1
C 0.1438 0.9158 0.7700
C 1.3198 1.7861 0.9652
O 0.2331 0.3749 -0.4425
F -0.1208 -0.0316 1.6512
F -1.0398 1.6476 0.7966
F 1.4485 2.4845 -0.1409
F 1.2573 2.6772 1.9605
I 3.5552 -0.0004 1.3391
H -0.4918 -0.1188 -0.5742
*
```



<2>
ORCA calculation (the ωB97M-V functional and the def2-TZVPD basis) on 2 unconnected molecules or ions with the total composition C2HF4IO.

Results
**Kohn-Sham gap**: 9.457 eV
**HOMO level**: -9.332 eV

Geometry as ORCA input:
```
! RIJCOSX wB97M-V def2-TZVPD def2/J DEFGRID3
* xyz 0 1
C 1.5140 1.2778 0.6480
C -0.3451 -0.7187 -0.8601
O 1.6168 2.1652 -0.0930
F 0.7999 1.2202 1.7685
F 2.1151 0.0858 0.5100
F -0.3058 -0.3758 -2.1190
F -0.3601 -2.0491 -0.9277
I -2.7640 -0.3855 -0.0162
H -2.2708 -1.2199 1.0896
*
```



Stability summary: most stable <1>, least stable <2>.



<1>
ORCA calculation (the ωB97M-V functional and the def2-TZVPD basis) on 4 unconnected molecules or ions with the total composition C3H15NO3.

Results
**SMILES string**: CCCN.O.O.O
**Kohn-Sham gap**: 10.497 eV
**HOMO level**: -9.645 eV

Geometry as ORCA input:
```
! RIJCOSX wB97M-V def2-TZVPD def2/J DEFGRID3
* xyz 0 1
C -2.1273 -0.7325 0.0117
C -1.3272 -1.7046 0.8558
C 0.0981 -1.9006 0.3504
N -1.4713 0.5824 -0.0827
H -3.1312 -0.6290 0.4358
H -2.2856 -1.1379 -0.9920
H -1.7768 -2.7013 0.8203
H -1.3634 -1.3955 1.8958
H 0.0887 -2.5610 -0.5223
H 0.7487 -2.3396 1.1046
H 0.5826 -0.9892 0.0248
H -0.7035 0.6351 0.5969
H -2.1048 1.3399 0.1447
H 3.4445 0.4843 -0.9038
H 2.0123 0.9826 -1.3403
O 2.6143 0.8396 -0.5850
H 0.1168 1.6368 -2.7988
H -0.3972 0.9313 -1.5039
O 0.3592 0.9779 -2.1419
H 1.7430 1.6568 2.3445
H 1.4796 0.9233 1.0895
O 0.9976 1.2955 1.8519
*
```



<2>
ORCA calculation (the ωB97M-V functional and the def2-TZVPD basis) on 4 unconnected molecules or ions with the total composition C3H15NO3.

Results
**SMILES string**: CCCN.O.O.O
**Kohn-Sham gap**: 9.740 eV
**HOMO level**: -9.077 eV

Geometry as ORCA input:
```
! RIJCOSX wB97M-V def2-TZVPD def2/J DEFGRID3
* xyz 0 1
C -0.4523 -1.0052 1.1275
C -1.0975 -2.3665 1.4203
C -1.0285 -2.7819 2.9276
N 0.9332 -0.6001 1.1068
H -0.8683 -0.7061 0.1598
H -0.8672 -0.4299 1.9845
H -2.1621 -2.2672 1.2403
H -0.7330 -3.2339 0.8522
H -2.0502 -2.8509 3.2962
H -0.3737 -3.6384 3.0917
H -0.5834 -1.9788 3.5246
H 1.5786 -1.2802 1.4940
H 1.2952 -0.4035 0.1885
H -0.6610 -0.6523 -7.2357
H -1.9458 -0.3632 -6.4686
O -0.9974 -0.3052 -6.4240
H -1.2956 2.7818 -0.5885
H -1.5413 3.8080 -1.5893
O -0.9022 3.5825 -0.9001
H 4.0884 4.2851 0.0912
H 5.1013 5.4735 0.0535
O 4.5627 4.9322 0.6476
*
```



Stability summary: most stable <1>, least stable <2>.



<1>
ORCA calculation (the ωB97M-V functional and the def2-TZVPD basis) on 2 unconnected molecules or ions with the total composition C10H13N2S.

Results
**Kohn-Sham gap**: 7.279 eV
**HOMO level**: -11.668 eV

Geometry as ORCA input:
```
! RIJCOSX wB97M-V def2-TZVPD def2/J DEFGRID3
* xyz 1 1
C -1.5723 -2.2810 0.6218
C -2.7572 -1.5583 0.5169
C -0.1864 -0.3840 0.1649
C -1.3217 0.4164 -0.0496
C -0.3291 -1.7461 0.3950
C -2.5968 -0.2336 0.0672
C -4.4539 1.4720 -0.0586
C -1.1895 1.7118 -0.6437
C -0.4653 2.7633 -0.1607
C 0.9347 -2.5087 0.4348
N -3.6496 0.6497 0.0403
N 3.1113 -0.1761 -1.1525
S 0.3252 2.8196 1.3671
H -1.6658 -3.2633 1.0313
H -3.7410 -1.9248 0.7271
H 0.8975 -0.0903 0.1094
H -5.4586 1.9852 -0.0718
H -1.5843 1.7634 -1.6818
H -0.1735 3.5475 -0.8226
H 1.5611 -2.3859 -0.5121
H 1.5671 -2.4288 1.3127
H 0.5101 -3.5172 0.3024
H 3.1619 -0.1327 -0.1345
H 2.8843 0.8047 -1.4746
H 3.8912 -0.6754 -1.5563
H 1.1063 3.9302 1.4043
*
```



<2>
ORCA calculation (the ωB97M-V functional and the def2-TZVPD basis) on a gas-phase ion, C10H13N2S (charge +1).

Results
**Kohn-Sham gap (spin up / spin down)**: 7.000 / 6.416 eV
**HOMO level (spin up / spin down)**: -11.414 / -10.871 eV

Geometry as ORCA input:
```
! RIJCOSX wB97M-V def2-TZVPD def2/J DEFGRID3
* xyz 1 1
C 2.0492 -0.5772 2.8549
C 0.7152 -0.7275 3.2431
C 2.3506 0.0859 1.6610
C -0.2385 -0.0409 2.5440
C 1.3576 0.7630 0.8903
C -0.0068 0.6577 1.3234
C 1.5293 1.4820 -0.3076
C -1.2239 1.0944 0.5287
C -0.2061 0.1089 -1.4876
C 0.4394 -1.2122 -1.8796
N -0.3400 0.8939 -2.6376
N -1.4565 0.1725 -0.6683
S 1.8417 2.7246 -1.1816
H 2.9117 -1.0454 3.3825
H 0.5278 -1.3815 4.0746
H 3.3942 0.0273 1.3198
H -1.2255 -0.3049 2.9824
H -2.0437 1.0497 1.3744
H -0.9519 2.0633 0.2386
H 0.8244 -1.7000 -1.0639
H 1.3223 -0.9746 -2.6111
H -0.3377 -1.8585 -2.2074
H -0.0251 0.6040 -3.5278
H 0.0732 1.7280 -2.3838
H -1.5909 -0.8094 -0.5143
H -2.1684 0.6788 -1.1572
*
```



Stability summary: most stable <1>, least stable <2>.